{
  "formula": "C28H53NO10S",
  "method": "ωB97M-V/def2-TZVPD",
  "species": ["H", "N", "C", "C", "C", "C", "S", "O", "C", "C", "C", "O", "C", "C", "C", "C", "C", "C", "O", "C", "C", "C", "O", "O", "C", "C", "O", "O", "C", "H", "H", "H", "H", "H", "H", "H", "H", "H", "H", "H", "H", "H", "H", "H", "H", "H", "H", "H", "H", "H", "H", "H", "H", "H", "H", "H", "H", "H", "H", "H", "H", "H", "H", "C", "C", "C", "O", "H", "H", "H", "H", "H", "H", "C", "C", "C", "O", "H", "H", "H", "H", "H", "H", "C", "C", "C", "O", "H", "H", "H", "H", "H", "H"],
  "coordinates": [[-5.79, -3.99, 0.35], [-5.47, -3.05, 0.56], [-4.50, -3.13, 1.38], [-3.95, -4.40, 1.96], [-3.83, -1.86, 1.84], [-3.14, -1.09, 0.68], [-2.33, -2.14, -0.56], [-2.34, -0.04, 1.15], [-1.15, -0.37, 1.84], [0.08, -0.14, 0.92], [1.06, -1.29, 0.84], [1.54, -1.69, 2.11], [2.80, -2.33, 2.06], [2.85, -3.49, 3.06], [-1.07, 0.50, 3.13], [-2.18, 0.05, 4.09], [-1.98, -1.21, 4.95], [-1.03, -2.30, 4.46], [-1.81, -3.39, 3.96], [-1.13, -4.60, 3.97], [-1.41, 1.93, 2.66], [-1.14, 3.01, 3.68], [-1.97, 3.36, 4.51], [0.09, 3.66, 3.68], [0.94, 3.45, 2.60], [2.23, 2.76, 2.88], [0.64, 3.85, 1.49], [0.24, 0.34, 3.59], [0.51, 0.72, 4.92], [-3.82, -4.26, 3.03], [-2.98, -4.62, 1.53], [-4.65, -5.22, 1.81], [-3.10, -2.05, 2.61], [-4.63, -1.22, 2.20], [-3.92, -0.61, 0.12], [-1.62, -2.98, 0.21], [-1.16, -1.43, 2.09], [0.58, 0.79, 1.13], [-0.34, -0.04, -0.08], [0.62, -2.15, 0.33], [1.89, -0.97, 0.21], [3.02, -2.71, 1.07], [3.55, -1.60, 2.35], [3.66, -3.34, 3.76], [1.91, -3.54, 3.60], [3.01, -4.43, 2.56], [-3.06, -0.06, 3.48], [-2.42, 0.88, 4.76], [-2.95, -1.68, 5.08], [-1.67, -0.93, 5.94], [-0.32, -1.99, 3.70], [-0.45, -2.67, 5.30], [-0.65, -4.81, 4.93], [-0.35, -4.65, 3.20], [-1.83, -5.40, 3.77], [-0.93, 2.16, 1.72], [-2.46, 1.97, 2.47], [2.63, 3.02, 3.85], [2.94, 3.08, 2.13], [2.12, 1.68, 2.78], [0.71, 1.78, 5.03], [1.41, 0.20, 5.23], [-0.28, 0.47, 5.63], [3.50, 4.69, -2.93], [2.95, 3.77, -1.87], [1.48, 3.91, -1.55], [3.64, 2.97, -1.30], [4.56, 4.49, -3.07], [2.98, 4.52, -3.88], [3.37, 5.73, -2.64], [0.88, 3.72, -2.44], [1.27, 4.92, -1.19], [1.21, 3.20, -0.77], [3.45, 3.96, -8.36], [2.57, 4.07, -7.14], [1.81, 2.83, -6.74], [2.48, 5.10, -6.52], [3.94, 4.92, -8.54], [4.21, 3.19, -8.21], [2.85, 3.70, -9.23], [2.49, 2.02, -6.52], [1.14, 2.52, -7.54], [1.21, 3.05, -5.85], [-1.48, -0.77, -7.21], [0.03, -0.84, -7.14], [0.67, -2.08, -7.73], [0.68, 0.04, -6.65], [-1.82, 0.17, -6.76], [-1.81, -0.80, -8.25], [-1.92, -1.60, -6.67], [0.42, -2.17, -8.79], [0.31, -2.97, -7.21], [1.75, -2.01, -7.62]],
  "relative_energy_kj_mol": 0.0,
  "smiles": "[H]/N=C(\\C)C[C@H](S)O[C@@H](CCOCC)[C@](CCCOC)(CC(=O)OC(C)=O)OC.CC(C)=O.CC(C)=O.CC(C)=O"
}

=====

{
  "formula": "C21H42BFO20S2",
  "method": "ωB97M-V/def2-TZVPD",
  "species": ["C", "C", "C", "O", "C", "C", "O", "S", "O", "O", "C", "C", "S", "O", "O", "F", "C", "B", "O", "O", "C", "H", "H", "H", "H", "H", "H", "H", "H", "H", "H", "H", "H", "H", "H", "H", "H", "H", "H", "C", "O", "C", "O", "O", "C", "H", "H", "H", "H", "H", "H", "C", "O", "C", "O", "O", "C", "H", "H", "H", "H", "H", "H", "C", "O", "C", "O", "O", "C", "H", "H", "H", "H", "H", "H", "C", "O", "C", "O", "O", "C", "H", "H", "H", "H", "H", "H"],
  "coordinates": [[2.95, 1.82, 0.33], [2.87, 3.35, -0.02], [1.48, 3.84, -0.51], [0.88, 2.93, -1.45], [-0.38, 3.49, -1.87], [-1.59, 2.53, -1.55], [-1.06, 1.18, -1.50], [-0.88, 0.61, 0.03], [-0.37, -0.77, -0.08], [-0.02, 1.43, 0.91], [-2.61, 0.48, 0.67], [-3.34, 1.83, 0.32], [-4.84, 1.41, -0.65], [-4.61, 1.44, -2.11], [-5.44, 0.13, -0.21], [-5.92, 2.57, -0.22], [-2.44, 2.96, -0.30], [-3.24, 4.31, -0.71], [-4.26, 4.37, -1.66], [-2.84, 5.53, -0.10], [-3.04, 5.52, 1.32], [2.77, 1.67, 1.42], [3.95, 1.41, 0.08], [2.19, 1.23, -0.22], [3.11, 3.92, 0.91], [3.68, 3.57, -0.75], [0.79, 3.99, 0.36], [1.64, 4.85, -0.97], [-0.32, 3.67, -2.96], [-0.47, 4.48, -1.39], [-2.25, 2.57, -2.44], [-2.63, 0.23, 1.75], [-3.02, -0.40, 0.14], [-3.72, 2.24, 1.29], [-1.72, 3.26, 0.49], [-4.93, 4.94, -1.26], [-2.63, 6.49, 1.70], [-2.47, 4.73, 1.86], [-4.13, 5.49, 1.52], [0.65, 0.02, -3.40], [1.03, 0.04, -4.78], [2.33, -0.12, -4.99], [3.16, -0.27, -4.13], [2.55, -0.08, -6.30], [3.92, -0.24, -6.67], [-0.42, 0.16, -3.35], [0.89, -0.94, -2.95], [1.13, 0.84, -2.86], [4.30, -1.21, -6.34], [4.53, 0.57, -6.25], [3.97, -0.19, -7.76], [-1.05, -5.60, 4.64], [-0.04, -4.62, 4.43], [-0.34, -3.72, 3.49], [-1.36, -3.69, 2.85], [0.67, -2.87, 3.40], [0.48, -1.84, 2.42], [-0.70, -6.27, 5.42], [-1.98, -5.14, 4.97], [-1.22, -6.18, 3.73], [-0.38, -1.23, 2.67], [0.38, -2.27, 1.43], [1.37, -1.21, 2.43], [-5.30, -5.47, 4.75], [-4.69, -6.71, 5.11], [-5.46, -7.49, 5.88], [-6.57, -7.23, 6.26], [-4.77, -8.60, 6.14], [-5.48, -9.54, 6.96], [-4.59, -4.92, 4.13], [-6.21, -5.64, 4.17], [-5.52, -4.87, 5.64], [-6.39, -9.87, 6.46], [-5.70, -9.10, 7.93], [-4.83, -10.40, 7.10], [8.73, 4.20, -3.74], [7.52, 3.52, -3.45], [7.54, 2.22, -3.73], [8.47, 1.62, -4.19], [6.35, 1.70, -3.42], [6.23, 0.30, -3.67], [8.60, 5.25, -3.46], [9.55, 3.79, -3.15], [8.96, 4.15, -4.80], [6.96, -0.26, -3.08], [6.36, 0.09, -4.73], [5.23, 0.00, -3.38]],
  "smiles": "CCCOC[C@H]1OS(=O)(=O)C[C@H](S(=O)(=O)F)[C@@H]1B(O)OC.COC(=O)OC.COC(=O)OC.COC(=O)OC.COC(=O)OC"
}

=====

{
  "formula": "C20H20N2O3",
  "method": "ωB97M-V/def2-TZVPD",
  "species": ["C", "O", "C", "C", "C", "C", "N", "C", "C", "N", "C", "O", "C", "C", "C", "C", "C", "C", "C", "C", "O", "C", "C", "C", "C", "H", "H", "H", "H", "H", "H", "H", "H", "H", "H", "H", "H", "H", "H", "H", "H", "H", "H", "H", "H"],
  "coordinates": [[-1.92, -4.58, -0.32], [-2.99, -3.67, -0.31], [-2.73, -2.38, 0.06], [-1.50, -1.89, 0.46], [-1.35, -0.55, 0.80], [-2.42, 0.33, 0.75], [-2.34, 1.69, 1.11], [-2.79, 2.65, 0.13], [-1.78, 2.72, -1.05], [-0.48, 2.29, -0.59], [0.20, 1.39, -1.35], [-0.19, 1.08, -2.46], [1.45, 0.79, -0.85], [2.36, 0.12, -1.63], [3.37, -0.36, -0.76], [4.54, -1.10, -0.92], [5.28, -1.40, 0.21], [4.88, -0.98, 1.48], [3.72, -0.25, 1.66], [2.98, 0.05, 0.53], [1.82, 0.75, 0.47], [-0.15, 2.79, 0.72], [-1.14, 2.18, 1.76], [-3.66, -0.18, 0.36], [-3.81, -1.50, 0.01], [-1.49, -4.72, 0.68], [-1.13, -4.27, -1.01], [-2.34, -5.53, -0.66], [-0.63, -2.53, 0.52], [-0.37, -0.22, 1.10], [-2.87, 3.62, 0.63], [-3.77, 2.38, -0.25], [-2.08, 2.05, -1.86], [-1.72, 3.74, -1.45], [2.29, 0.01, -2.69], [4.86, -1.43, -1.90], [6.19, -1.96, 0.11], [5.48, -1.23, 2.33], [3.40, 0.08, 2.64], [0.88, 2.55, 0.98], [-0.26, 3.88, 0.69], [-1.44, 2.97, 2.46], [-0.68, 1.38, 2.33], [-4.52, 0.47, 0.33], [-4.78, -1.88, -0.29]],
  "relative_energy_kj_mol": 269.5,
  "smiles": "COc1ccc(N2CCN(C(=O)c3cc4ccccc4o3)CC2)cc1"
}

=====

{
  "formula": "C8H11NO",
  "method": "ωB97M-V/def2-TZVPD",
  "species": ["C", "C", "C", "N", "C", "C", "C", "C", "C", "O", "H", "H", "H", "H", "H", "H", "H", "H", "H", "H", "H"],
  "coordinates": [[-1.05, 0.68, -0.80], [-0.60, 1.26, 1.66], [-0.80, -2.17, 0.48], [-0.37, 0.40, 0.49], [0.16, -1.04, 0.79], [0.41, 0.89, -0.77], [1.16, 2.03, -0.88], [1.07, -0.72, -1.15], [1.71, -1.41, -1.91], [0.98, -1.10, 1.67], [-1.46, -0.18, -1.31], [-1.67, 1.57, -0.77], [-0.63, 2.30, 1.34], [0.22, 1.11, 2.35], [-1.54, 0.98, 2.13], [-1.25, -2.10, -0.51], [-0.25, -3.10, 0.55], [-1.58, -2.16, 1.25], [2.04, 2.17, -0.27], [1.11, 2.59, -1.81], [2.32, -2.02, -2.54]],
  "relative_energy_kj_mol": 731.3
}

=====

{
  "formula": "C3H7N4",
  "method": "ωB97M-V/def2-TZVPD",
  "species": ["C", "N", "N", "C", "N", "C", "N", "H", "H", "H", "H", "H", "H", "H"],
  "coordinates": [[-0.17, 1.93, -0.37], [0.39, 0.56, -0.14], [1.65, 0.14, -0.36], [1.73, -1.07, -0.05], [0.53, -1.55, 0.40], [-0.38, -0.57, 0.23], [-1.66, -0.58, 0.37], [-0.22, 2.58, 0.55], [0.70, 2.31, -0.83], [-1.02, 1.82, -0.96], [2.45, -1.80, -0.18], [0.35, -2.58, 0.59], [-2.14, -1.50, 0.42], [-2.22, 0.32, 0.33]],
  "relative_energy_kj_mol": 84.8,
  "smiles": "Cn1nc[nH]c1=[NH2+]",
  "charge": 1
}

=====

{
  "formula": "C3HMgNaO4",
  "method": "ωB97M-V/def2-TZVPD",
  "species": ["O", "C", "O", "O", "Mg", "C", "C", "O", "Na", "H"],
  "coordinates": [[-1.54, -0.19, 1.56], [-1.01, 0.97, 1.22], [-0.20, 0.95, 0.19], [-2.02, 1.73, 1.14], [-0.43, -1.85, 1.07], [0.44, -0.27, -0.08], [1.42, -0.34, -0.92], [2.34, -0.55, -1.63], [3.68, -1.06, -4.04], [-2.68, 0.61, 1.48]],
  "relative_energy_kj_mol": 366.2,
  "charge": 2
}

=====

no.,total energy (eV)
1,-62693.8073
2,-88471.8048
3,-30186.7344
4,-12004.8215
5,-9177.6372
6,-21158.6992